(w)
Computed, not measured: a single C20H26N4O4 molecule, with ωB97M-V with the def2-TZVPD basis set.

HOMO: -7.44 eV
SMILES: CCOc1ccccc1N1CCN(CC(=O)NC(=O)NCc2ccco2)CC1

Atoms and positions in Å:
C (-2.111, -2.480, 2.989)
C (-1.167, -1.616, 2.157)
O (-1.849, -0.786, 1.239)
C (-2.452, -1.339, 0.134)
C (-2.221, -2.640, -0.286)
C (-2.819, -3.150, -1.426)
C (-3.682, -2.358, -2.156)
C (-3.927, -1.062, -1.745)
C (-3.318, -0.511, -0.616)
N (-3.637, 0.807, -0.301)
C (-3.622, 1.806, -1.347)
C (-2.586, 2.909, -1.033)
N (-1.577, 2.338, -0.164)
C (-0.318, 3.041, -0.122)
C (0.832, 2.123, 0.277)
O (1.873, 2.562, 0.728)
N (0.584, 0.813, 0.037)
C (1.434, -0.300, 0.215)
O (1.049, -1.405, -0.094)
N (2.625, -0.011, 0.762)
C (3.668, -1.009, 0.895)
C (4.869, -0.645, 0.088)
C (6.039, -0.034, 0.436)
C (6.789, 0.096, -0.758)
C (6.017, -0.440, -1.740)
O (4.856, -0.889, -1.240)
C (-2.137, 2.124, 1.159)
C (-3.485, 1.387, 1.006)
H (-1.537, -3.066, 3.701)
H (-2.812, -1.850, 3.534)
H (-2.679, -3.153, 2.352)
H (-0.640, -0.911, 2.809)
H (-0.417, -2.227, 1.644)
H (-1.533, -3.266, 0.257)
H (-2.607, -4.163, -1.731)
H (-4.172, -2.744, -3.037)
H (-4.625, -0.456, -2.302)
H (-3.362, 1.324, -2.289)
H (-4.618, 2.260, -1.450)
H (-3.075, 3.781, -0.565)
H (-2.119, 3.245, -1.961)
H (-0.076, 3.412, -1.123)
H (-0.316, 3.907, 0.561)
H (-0.353, 0.593, -0.294)
H (2.847, 0.966, 0.932)
H (3.244, -1.954, 0.542)
H (3.954, -1.102, 1.948)
H (6.331, 0.279, 1.418)
H (7.763, 0.528, -0.864)
H (6.176, -0.559, -2.793)
H (-2.288, 3.083, 1.689)
H (-1.434, 1.522, 1.736)
H (-3.591, 0.616, 1.764)
H (-4.308, 2.104, 1.131)

***

(x)
Computed, not measured: 2 unconnected molecules or ions with the total composition C20H26N4O4, with ωB97M-V with the def2-TZVPD basis set.

HOMO: -7.19 eV
SMILES: COc1ccc(C=C2C(=O)N(C)C(=O)N(C)C2=O)cc1.C=C1N(C)CCN1C

Atoms and positions in Å:
C (2.248, 5.669, 2.865)
O (0.948, 5.766, 2.243)
C (0.443, 4.699, 1.572)
C (-0.845, 4.852, 0.990)
C (-1.460, 3.780, 0.385)
C (-0.848, 2.498, 0.387)
C (-1.536, 1.324, -0.122)
C (-1.626, 0.113, 0.509)
C (-2.262, -0.968, -0.265)
O (-2.596, -0.883, -1.451)
N (-2.526, -2.165, 0.429)
C (-3.227, -3.210, -0.272)
C (-2.021, -2.494, 1.693)
O (-2.130, -3.607, 2.203)
N (-1.368, -1.462, 2.374)
C (-0.974, -1.839, 3.708)
C (-1.262, -0.121, 1.932)
O (-0.911, 0.744, 2.735)
C (0.473, 2.393, 0.867)
C (1.121, 3.461, 1.455)
H (2.420, 6.668, 3.267)
H (2.244, 4.927, 3.677)
H (3.029, 5.416, 2.134)
H (-1.327, 5.825, 1.047)
H (-2.459, 3.866, -0.048)
H (-2.117, 1.424, -1.048)
H (-3.228, -4.075, 0.383)
H (-4.250, -2.894, -0.480)
H (-2.724, -3.437, -1.212)
H (-0.475, -1.006, 4.187)
H (-1.851, -2.138, 4.289)
H (-0.317, -2.708, 3.644)
H (0.990, 1.440, 0.742)
H (2.134, 3.330, 1.841)
C (1.545, -0.102, -1.102)
C (1.456, -1.223, -1.915)
N (1.786, -2.512, -1.609)
C (2.504, -2.885, -0.439)
C (1.536, -3.431, -2.686)
C (0.880, -2.554, -3.750)
N (0.991, -1.234, -3.196)
C (0.496, -0.066, -3.839)
H (1.306, 0.858, -1.540)
H (2.051, -0.207, -0.150)
H (2.246, -2.199, 0.368)
H (2.239, -3.907, -0.156)
H (3.595, -2.855, -0.574)
H (2.457, -3.895, -3.069)
H (0.868, -4.240, -2.359)
H (1.388, -2.644, -4.721)
H (-0.172, -2.843, -3.894)
H (1.131, 0.781, -3.571)
H (0.523, -0.198, -4.923)
H (-0.533, 0.169, -3.536)

***

Stability check: which of them is most stable? (w).